{"formula": "C39H49N3O5SSbSiYb", "method": "ωB97M-V with the def2-TZVPD basis set", "s_squared": 0.7508, "multiplicity": 2, "gap_ev": 7.26, "homo_energy_ev": -7.5, "energy_ha": -4142.8112, "species": ["Yb", "O", "C", "O", "C", "C", "C", "C", "C", "N", "H", "H", "H", "H", "S", "C", "N", "C", "C", "C", "Sb", "C", "C", "C", "C", "C", "C", "H", "H", "H", "H", "H", "H", "H", "H", "H", "H", "H", "H", "H", "H", "H", "H", "H", "H", "H", "H", "H", "O", "Si", "C", "C", "C", "C", "C", "C", "C", "C", "C", "C", "C", "C", "C", "C", "C", "C", "C", "C", "H", "H", "H", "H", "H", "H", "H", "H", "H", "H", "H", "H", "H", "H", "H", "O", "C", "O", "C", "N", "C", "C", "C", "H", "H", "H", "H", "H", "H", "H", "H", "H"], "xyz": [[0.283440, 0.903985, 0.118162], [1.242521, 4.819119, -1.408922], [0.739742, 3.983840, -0.750312], [1.233522, 2.776149, -0.501331], [-0.699632, 4.085831, -0.133759], [-1.410327, 5.236484, -0.061322], [-2.740792, 5.264437, 0.236333], [-3.343297, 4.035878, 0.572637], [-2.550675, 2.906494, 0.536416], [-1.283610, 2.894552, 0.134285], [-0.970298, 6.220462, -0.281917], [-3.295296, 6.200248, 0.264831], [-4.409749, 4.012247, 0.860501], [-2.897414, 1.923808, 0.877554], [3.954477, -1.828180, -1.938012], [2.968188, -0.862884, -1.071350], [2.216976, -0.156714, -0.529984], [-2.874038, 1.184144, -3.795043], [-1.566819, 1.595675, -4.582424], [-1.631503, 1.208027, -6.073135], [0.223367, 1.012613, -3.493366], [1.214849, -0.724536, -4.264314], [1.668133, -0.599817, -5.774974], [0.552647, -2.016716, -3.863855], [1.682608, 2.540183, -4.064775], [3.022758, 2.158642, -3.422002], [1.668895, 3.007584, -5.528393], [-3.776181, 1.496339, -4.358021], [-2.840871, 1.546177, -2.762263], [-2.952006, 0.115954, -3.714795], [-1.532885, 2.727797, -4.502143], [-1.565892, 0.122869, -6.266696], [-0.806498, 1.674620, -6.586299], [-2.528777, 1.599005, -6.513440], [2.093376, -0.671743, -3.654619], [0.857088, -0.075584, -6.358237], [1.900053, -1.547915, -6.159824], [2.600184, -0.080324, -5.842771], [-0.428760, -2.147353, -4.385400], [0.336196, -2.087000, -2.804402], [1.215259, -2.757093, -4.218399], [1.271846, 3.381519, -3.532323], [3.578497, 1.345469, -3.938918], [2.825363, 1.886098, -2.374383], [3.637521, 3.042469, -3.403658], [2.041987, 2.317284, -6.303476], [2.365401, 3.798677, -5.659219], [0.724725, 3.379022, -5.784986], [0.284543, 0.645914, 2.157318], [0.939411, -0.168076, 3.417192], [2.823050, 0.163165, 3.588307], [3.667164, -0.564617, 4.383597], [5.055350, -0.475122, 4.344566], [5.679023, 0.335238, 3.376002], [4.804572, 1.141012, 2.603805], [3.422531, 1.050778, 2.674744], [0.902005, -2.059352, 3.250246], [1.721967, -2.780240, 2.383718], [1.585019, -4.175388, 2.220187], [0.584366, -4.866991, 2.904632], [-0.216887, -4.159835, 3.810054], [-0.063738, -2.776709, 3.972794], [-0.184792, 0.023890, 4.914957], [-1.546246, 0.169012, 4.510637], [-2.521844, 0.457028, 5.452963], [-2.235783, 0.506335, 6.832625], [-0.906728, 0.377421, 7.234932], [0.080510, 0.203313, 6.260622], [3.223658, -1.360196, 4.986470], [5.667053, -1.167460, 4.969357], [6.724340, 0.384994, 3.389157], [5.213920, 1.808812, 1.916707], [2.929612, 1.768874, 2.016690], [2.580058, -2.328085, 1.833812], [2.260611, -4.733861, 1.571879], [0.420799, -5.968296, 2.740733], [-0.924401, -4.688933, 4.393329], [-0.771211, -2.291136, 4.703835], [-1.883921, 0.083759, 3.478778], [-3.545979, 0.660007, 5.145463], [-3.043232, 0.694174, 7.480950], [-0.651492, 0.442297, 8.269376], [1.118926, 0.271089, 6.532797], [-0.538065, -1.509480, -0.305187], [-1.641670, -1.116097, 0.207680], [-2.036541, 0.076748, 0.172833], [-2.459924, -2.168203, 0.964346], [-1.769745, -3.469492, 0.652287], [-2.713914, -4.304854, -0.212468], [-3.667027, -3.213876, -0.752302], [-3.853919, -2.386244, 0.485916], [-2.449412, -1.880961, 2.041765], [-1.358811, -3.895591, 1.530427], [-0.883364, -3.205212, 0.115467], [-3.289888, -4.965521, 0.451051], [-2.090741, -4.929191, -0.925679], [-4.623922, -3.564694, -1.132634], [-3.095913, -2.611343, -1.479623], [-4.513528, -2.927676, 1.185684], [-4.220159, -1.398933, 0.339986]], "atomic_forces_ev_per_a": [[0.0, 0.4, -1.3], [0.7, 2.2, -1.2], [-1.1, -3.9, 2.1], [-0.3, 1.0, 0.0], [0.8, -1.6, -1.0], [0.4, 2.8, -0.5], [-1.3, -1.3, 0.8], [-0.5, 1.2, -0.1], [-0.4, -1.0, 0.5], [0.7, 0.8, 0.3], [0.3, -0.8, 0.0], [0.1, -0.2, -0.1], [0.8, -0.2, -0.1], [-0.2, 0.6, -0.3], [-0.1, 0.1, 0.4], [0.7, -0.7, -0.9], [-0.8, 0.6, 0.8], [0.9, 0.3, -0.8], [-1.0, 0.6, 0.1], [0.5, -0.2, 0.8], [0.0, 0.3, 1.0], [0.0, 0.9, -1.1], [-2.0, 1.1, 1.4], [-1.8, 0.7, -1.0], [-0.5, -0.6, -0.6], [-0.5, -0.4, -0.2], [1.6, -1.5, 0.2], [0.4, 0.2, 0.5], [-0.2, 0.3, -0.2], [0.1, -0.8, 0.0], [0.1, -1.1, -0.2], [-0.1, 0.4, 0.3], [0.4, 0.1, -0.3], [-0.7, 0.1, -0.3], [0.8, 0.1, 0.3], [1.1, -0.7, 0.2], [-0.1, -1.6, -0.7], [0.4, 0.8, 0.0], [0.6, 0.0, 0.2], [0.3, 0.0, 0.3], [0.6, -1.5, 0.0], [0.0, 0.4, 0.5], [-0.5, 0.4, 0.3], [0.3, -0.1, -0.3], [0.5, 0.4, 0.0], [-0.5, -0.4, 0.5], [0.7, 1.2, 0.2], [-1.5, 0.4, -0.5], [0.6, -0.7, 0.9], [0.8, 0.0, 0.0], [-1.3, 1.2, -1.4], [0.1, -1.3, 0.8], [0.9, -0.5, -0.6], [-3.2, 0.2, 1.2], [0.7, -1.5, 1.0], [0.7, 0.4, 0.4], [-0.7, 0.1, -0.2], [1.1, -0.9, -0.5], [-0.2, 0.3, 0.0], [-0.2, -0.6, -0.1], [0.7, 0.4, -0.8], [-0.9, -0.4, 0.5], [-1.4, 1.2, -0.9], [0.0, 0.0, 0.8], [-0.1, -0.1, 0.6], [1.3, -0.2, -1.7], [-0.8, 0.0, -0.9], [0.4, 0.0, 0.0], [0.1, 0.3, 0.2], [-0.6, 0.8, -0.4], [1.3, 0.3, -0.5], [0.7, 1.0, -1.1], [-0.5, -0.5, 0.2], [-0.9, 0.0, 0.5], [-0.1, 0.3, 0.0], [0.3, 1.2, 0.3], [-0.7, -0.4, 0.5], [1.1, -0.4, -0.9], [0.4, 0.1, 0.0], [0.1, -0.2, -0.1], [-0.6, 0.2, 1.0], [0.2, 0.1, 0.5], [0.3, -0.2, 0.4], [-1.1, 0.7, 0.7], [0.8, 0.5, -0.7], [0.4, -0.9, 0.2], [0.7, -0.2, 1.0], [1.5, -0.7, 0.9], [0.4, -0.5, 0.0], [0.9, -0.1, -0.4], [-0.5, 0.1, 0.2], [0.4, -0.5, -0.6], [-0.8, 0.0, -0.9], [-0.9, 0.3, 0.3], [0.4, 0.0, -0.2], [-0.9, 1.0, 0.7], [0.3, -0.2, -0.3], [-0.6, -0.3, -0.2], [0.5, 0.3, 0.1], [-0.9, 0.7, -0.4]], "mulliken_spin": [1.01, 0.00, 0.00, 0.00, 0.00, 0.00, 0.00, 0.00, 0.00, 0.00, 0.00, 0.00, 0.00, 0.00, 0.00, 0.00, 0.00, 0.00, 0.00, 0.00, 0.00, 0.00, 0.00, 0.00, 0.00, 0.00, 0.00, 0.00, 0.00, 0.00, 0.00, 0.00, 0.00, 0.00, 0.00, 0.00, 0.00, 0.00, 0.00, 0.00, 0.00, 0.00, 0.00, 0.00, 0.00, 0.00, 0.00, 0.00, 0.00, 0.00, 0.00, 0.00, 0.00, 0.00, 0.00, 0.00, 0.00, 0.00, 0.00, 0.00, 0.00, 0.00, 0.00, 0.00, 0.00, 0.00, 0.00, 0.00, 0.00, 0.00, 0.00, 0.00, 0.00, 0.00, 0.00, 0.00, 0.00, 0.00, 0.00, 0.00, 0.00, 0.00, 0.00, 0.00, 0.00, 0.00, 0.00, 0.00, 0.00, 0.00, 0.00, 0.00, 0.00, 0.00, 0.00, 0.00, 0.00, 0.00, 0.00, 0.00]}